[1]
103
Properties=species:S:1:pos:R:3 method="wB97M-V/def2-TZVPD" gap_ev=5.86 e_tot_ha=-9273.808151 total_charge=-1 homo_ev=-6.1
C -4.4912 6.2952 -1.1400
C -3.2308 7.1419 -1.2552
Br -3.2468 8.8980 -0.4289
C -2.1613 6.7211 -1.9176
Br -0.6238 7.8881 -2.0421
S -2.0701 5.1161 -2.7546
O -1.0947 5.2940 -3.8030
O -3.3642 4.8230 -3.3412
N -1.7218 3.8985 -1.7454
S -0.1234 3.8073 -1.3790
O 0.5067 5.0893 -1.0920
O 0.6778 3.0541 -2.3116
C -0.1322 2.9139 0.2153
C -0.8440 1.5422 0.1014
C -0.7873 0.9021 1.5315
F -0.2238 0.7133 -0.8179
H -4.3651 5.4069 -0.5073
H -4.8787 6.0637 -2.1401
H -5.2594 6.9284 -0.6596
H 0.8817 2.8351 0.6208
H -0.7951 3.5184 0.8582
H -1.9141 1.6797 -0.1176
H 0.1823 1.2192 1.9510
H -1.5899 1.3975 2.1020
H -0.8938 -0.1885 1.4952
O 1.9525 -2.3607 1.8089
P 3.1544 -2.9440 1.1124
O 2.3148 -4.0517 0.2269
C 1.5787 -3.6087 -0.9141
C 2.4871 -3.3059 -2.0933
O 3.6437 -3.9639 2.3171
C 3.4191 -3.6302 3.6862
C 2.1761 -4.3174 4.2147
O 4.4985 -3.3959 0.2223
C 5.7186 -2.6441 0.3998
C 6.4445 -3.0083 1.6834
H 0.9771 -2.7329 -0.6537
H 0.8945 -4.4158 -1.1784
H 3.1148 -2.4355 -1.8900
H 1.8983 -3.0963 -2.9875
H 3.1530 -4.1463 -2.2929
H 3.3621 -2.5491 3.8208
H 4.2904 -3.9749 4.2501
H 1.3150 -4.1535 3.5665
H 1.9327 -3.9582 5.2161
H 2.3315 -5.3974 4.2620
H 5.5031 -1.5744 0.3620
H 6.3530 -2.8811 -0.4546
H 5.9487 -2.5693 2.5512
H 7.4668 -2.6261 1.6654
H 6.4677 -4.0877 1.8271
O -5.5529 10.0183 -7.1810
P -4.1520 9.6060 -6.8398
O -3.3089 10.9783 -7.1518
C -3.4170 12.0707 -6.2449
C -2.6218 11.8290 -4.9722
O -3.7917 8.7728 -8.2184
C -4.8257 8.1989 -9.0098
C -5.1807 9.1010 -10.1765
O -2.8436 8.9141 -6.1072
C -3.0331 7.6458 -5.4186
C -3.1178 6.4729 -6.3730
H -4.4701 12.2633 -6.0150
H -3.0234 12.9478 -6.7607
H -3.0570 11.0162 -4.3867
H -2.6103 12.7263 -4.3498
H -1.5961 11.5443 -5.2065
H -5.7029 7.9731 -8.4024
H -4.4492 7.2458 -9.3903
H -5.3781 10.1224 -9.8506
H -6.0605 8.7243 -10.7026
H -4.3484 9.1509 -10.8822
H -3.9201 7.7005 -4.7839
H -2.1703 7.5154 -4.7670
H -4.0907 6.4436 -6.8719
H -3.0010 5.5363 -5.8284
H -2.3515 6.5401 -7.1447
O 2.0002 -7.8682 6.7174
P 1.9190 -9.3192 6.3276
O 0.3079 -9.3118 5.9809
C -0.1356 -8.7140 4.7641
C 0.1516 -9.5962 3.5609
O 1.8214 -9.9662 7.8435
C 2.4566 -9.3232 8.9477
C 1.4670 -8.4778 9.7249
O 1.9408 -10.8774 5.7136
C 3.2182 -11.5340 5.5598
C 3.7723 -12.0457 6.8782
H 0.3254 -7.7290 4.6421
H -1.2116 -8.5676 4.8604
H 1.2268 -9.6774 3.3831
H -0.3095 -9.1826 2.6626
H -0.2267 -10.6057 3.7239
H 3.3103 -8.7302 8.6162
H 2.8494 -10.1101 9.5973
H 0.9109 -7.8053 9.0720
H 1.9792 -7.8847 10.4846
H 0.7317 -9.1159 10.2192
H 3.9254 -10.8585 5.0738
H 3.0524 -12.3751 4.8863
H 4.1715 -11.2264 7.4790
H 4.5894 -12.7476 6.7021
H 2.9971 -12.5376 7.4638

=====

[2]
101
Properties=species:S:1:pos:R:3 method="wB97M-V/def2-TZVPD" gap_ev=6.83 e_tot_ha=-9469.425940 total_charge=-1 homo_ev=-5.1
C -2.6054 6.3264 -0.4036
C -3.9729 5.6455 -0.3009
C -3.8409 4.1122 -0.3205
O -3.2140 3.7648 -1.5506
Nb -2.3401 1.8710 -1.5477
C -0.9596 2.5483 -3.2136
C -1.7929 2.5536 -4.5333
C -1.5764 -0.2504 -1.4865
C -0.6077 -0.6686 -2.6003
C 0.8573 -0.4950 -2.1829
Cl 1.2119 -1.3314 -0.6218
P -0.4646 2.5666 0.1134
O -0.6394 3.9376 0.7090
O -0.2885 1.4050 1.3084
O 1.0048 2.6139 -0.7411
H -2.6762 7.3367 -0.7971
H -2.1593 6.3405 0.5855
H -1.9137 5.7755 -1.0233
H -4.5360 5.9288 -1.1897
H -4.5534 5.9950 0.5488
H -3.3222 3.7333 0.5498
H -4.8612 3.7240 -0.2660
H -3.3802 1.4815 -0.0843
H -3.6703 1.3122 -2.6828
H -0.0082 2.0339 -3.2986
H -0.7142 3.5996 -3.0139
H -2.3853 1.6448 -4.5758
H -2.4766 3.3902 -4.5279
H -1.1459 2.5826 -5.4056
H -1.1855 -0.4341 -0.4865
H -2.4491 -0.8989 -1.5714
H -0.8005 -0.2237 -3.5686
H -0.7254 -1.7448 -2.7484
H 1.4382 -1.0252 -2.9312
H 1.1911 0.5325 -2.2053
H 0.6484 1.2986 1.4965
H 0.9955 3.4776 -1.1224
Cl -1.4895 -5.4502 -2.5997
C -2.6684 -4.7637 -1.4515
C -3.9551 -4.3643 -2.1301
Cl -3.7340 -2.9657 -3.2032
H -2.2009 -3.9167 -0.9551
H -2.8687 -5.5323 -0.7063
H -4.6918 -4.0765 -1.3813
H -4.3654 -5.1797 -2.7152
Cl -5.8724 -5.1808 -4.8412
C -7.0544 -4.5683 -6.0233
C -6.4349 -3.6001 -7.0001
Cl -5.9707 -2.0682 -6.2233
H -7.8724 -4.1104 -5.4738
H -7.4433 -5.4339 -6.5583
H -7.1547 -3.3557 -7.7799
H -5.5502 -4.0222 -7.4695
Cl 5.0378 -1.0629 3.1307
C 3.8864 -0.3577 4.3014
C 2.6112 0.1132 3.6407
Cl 2.8468 1.5359 2.5926
H 4.3922 0.4520 4.8206
H 3.6515 -1.1338 5.0248
H 1.8947 0.4089 4.4056
H 2.1637 -0.6720 3.0362
Cl -6.9915 -8.8816 -4.8803
C -7.0590 -9.5791 -3.2428
C -7.3966 -8.5463 -2.1966
Cl -6.0817 -7.3692 -1.9634
H -6.1022 -10.0522 -3.0394
H -7.8274 -10.3501 -3.2585
H -7.5577 -9.0352 -1.2374
H -8.2974 -7.9968 -2.4561
Cl 6.6358 1.9327 5.8873
C 8.0059 1.7401 4.7655
C 8.6776 0.3992 4.8954
Cl 9.5580 0.2225 6.4340
H 8.7013 2.5559 4.9422
H 7.6007 1.8460 3.7606
H 9.4101 0.2793 4.0995
H 7.9604 -0.4112 4.8213
Cl 6.5141 -1.6037 6.7643
C 5.7172 -1.3214 8.3293
C 4.2826 -1.7873 8.3321
Cl 3.2232 -0.7797 7.3089
H 5.7954 -0.2621 8.5623
H 6.2840 -1.8793 9.0724
H 3.8792 -1.7290 9.3415
H 4.2031 -2.8150 7.9883
Cl 4.8369 1.3662 -3.7616
C 4.6775 0.6679 -2.1274
C 4.2455 1.6934 -1.1082
Cl 5.5191 2.9034 -0.7929
H 5.6299 0.2172 -1.8609
H 3.9309 -0.1220 -2.1915
H 4.0322 1.2029 -0.1601
H 3.3497 2.2210 -1.4256
Cl 4.3940 6.3850 1.2307
C 3.1821 5.3059 1.9727
C 2.9239 5.6582 3.4137
Cl 4.3332 5.2960 4.4390
H 3.5331 4.2838 1.8694
H 2.2668 5.4111 1.3966
H 2.0918 5.0685 3.7931
H 2.6792 6.7103 3.5316

=====

[3]
100
Properties=species:S:1:pos:R:3 method="wB97M-V/def2-TZVPD" gap_ev=9.52 e_tot_ha=-6004.392432 smiles="O=S1(=O)OCCO1.COCCOCCOC.COCCOCCOC.COCCOCCOC.ClCCl.ClCCl.ClCCl.ClCCl" homo_ev=-9.2
O 1.4366 -0.9318 0.1289
S 2.1332 -0.2520 1.1216
O 3.3158 -0.7385 1.6842
O 2.4988 1.2534 0.7649
C 1.5892 2.2554 1.3238
C 0.4885 1.4241 2.1030
O 1.1703 0.1450 2.2584
H 2.1329 2.7741 2.0485
H 1.2820 2.8874 0.5410
H -0.3827 1.3884 1.5588
H 0.4332 1.7912 3.1202
C -7.2961 2.3930 -2.3281
O -6.2602 1.7524 -1.6937
C -6.2967 2.0811 -0.3674
C -5.0223 1.6879 0.3398
O -4.0859 2.7770 0.2927
C -2.7988 2.5646 0.7895
C -1.8116 3.5309 0.1360
O -1.2179 3.0291 -0.9775
C -1.9617 3.0788 -2.1963
H -7.1822 2.1533 -3.3500
H -7.1936 3.4670 -2.1326
H -8.2852 1.9548 -1.9952
H -7.1245 1.6236 0.1980
H -6.3842 3.1970 -0.2235
H -4.6529 0.7619 -0.0466
H -5.3598 1.6004 1.3970
H -2.4098 1.5312 0.6041
H -2.8637 2.6937 1.8340
H -0.9012 3.7048 0.8240
H -2.3815 4.4438 0.0549
H -2.6416 3.9229 -2.3230
H -2.5386 2.1277 -2.3003
H -1.2054 3.0805 -2.9614
C 5.7219 4.1197 0.0153
O 4.7723 4.9501 -0.5046
C 3.7621 4.2802 -1.1805
C 4.2743 3.5495 -2.3813
O 3.0814 3.2096 -3.1235
C 3.4238 2.4382 -4.3015
C 3.6837 0.9963 -4.0910
O 2.4885 0.2548 -3.8009
C 1.7483 0.3878 -2.6330
H 6.2096 4.5603 0.8775
H 6.4422 3.7818 -0.7037
H 5.2356 3.2102 0.3964
H 3.1626 5.1246 -1.5898
H 3.0412 3.7855 -0.5425
H 4.7955 2.6843 -2.1076
H 4.8283 4.1950 -3.0964
H 4.3180 2.9602 -4.7225
H 2.4661 2.4730 -4.9498
H 4.4328 0.8654 -3.3342
H 4.1028 0.4760 -4.9835
H 1.2499 1.3420 -2.6119
H 2.4477 0.3676 -1.7388
H 1.0773 -0.4333 -2.4932
C 0.5763 -4.1178 -0.2424
O -0.8137 -4.4712 -0.3690
C -1.3850 -4.8724 0.9027
C -1.8824 -6.2975 0.6983
O -0.8324 -7.1614 0.4576
C -0.5532 -7.4256 -0.8579
C 0.5548 -8.4686 -1.0052
O 0.2394 -9.7395 -0.6176
C 1.2473 -10.5953 -1.0231
H 0.6637 -3.2229 0.3902
H 0.9678 -3.9864 -1.2523
H 1.1254 -4.9233 0.2329
H -2.2354 -4.1778 1.1667
H -0.6166 -4.8798 1.7024
H -2.6659 -6.3793 -0.0155
H -2.2583 -6.5350 1.6966
H -0.2615 -6.5673 -1.5076
H -1.4641 -7.8712 -1.3226
H 1.4238 -8.0484 -0.4816
H 0.7534 -8.4439 -2.0707
H 1.3866 -10.5030 -2.1181
H 1.0349 -11.6917 -0.8406
H 2.1936 -10.4534 -0.5371
Cl -0.2825 5.2498 3.2086
C 0.0374 6.3004 1.8080
Cl 1.6233 6.0413 1.1071
H -0.7392 6.0930 1.0554
H 0.0392 7.3252 2.2033
Cl 4.3078 -0.1376 6.2816
C 3.4715 0.4421 4.8241
Cl 2.9983 2.1306 5.0424
H 4.0671 0.2371 3.9615
H 2.5471 -0.1862 4.7058
Cl -2.8275 -1.1455 1.2851
C -1.9859 -1.4959 -0.2624
Cl -2.6666 -0.6816 -1.6727
H -0.9363 -1.2533 -0.2341
H -2.0999 -2.6178 -0.4741
Cl -0.7867 -0.4461 5.0759
C -1.9535 0.7674 5.6704
Cl -2.8645 1.4636 4.2914
H -2.6867 0.3731 6.3300
H -1.4491 1.6397 6.1795

=====

Here are the calculated LUMO level numbers, same order: -0.0103, 0.0625, 0.0109 (Eh).